{"formula": "C3H8NP", "method": "ωB97M-V with the def2-TZVPD basis set", "e_homo_ha": [-0.27885, -0.29066], "largest_force_ev_per_a": 3.423, "elements": ["C", "C", "C", "N", "P", "H", "H", "H", "H", "H", "H", "H", "H"], "positions_angstrom": [[-0.1329, 0.0130, -0.1355], [-0.9164, 0.9628, 0.8413], [-0.9089, -1.0369, -0.7678], [2.3026, 0.8119, 0.5118], [1.4656, -0.5120, 0.1992], [-1.9644, 0.8621, 0.8843], [-0.7090, 1.9796, 0.5356], [-0.5365, 1.0486, 1.8335], [-1.7352, -1.3385, -0.0877], [-0.3061, -1.8513, -1.0953], [-1.4416, -0.6272, -1.6718], [3.1858, 0.9802, -0.1319], [1.6970, -1.2923, -0.9156]], "forces_ev_per_angstrom": [[-1.27, -0.13, 2.61], [2.23, 0.46, -1.82], [-2.82, 0.41, -0.65], [3.10, -0.16, -1.44], [0.11, 2.97, 0.09], [-1.22, -0.62, -0.27], [-0.09, 0.52, -0.55], [0.53, -0.76, 0.86], [0.43, -0.37, -0.48], [0.22, -0.85, -0.27], [0.45, -0.29, 0.59], [-2.19, -0.71, 1.99], [0.52, -0.47, -0.66]], "nbo_charge": [-0.255, -0.670, -0.671, -1.178, 1.121, 0.211, 0.238, 0.240, 0.211, 0.216, 0.230, 0.378, -0.071]}

=====

{"formula": "C3H8NP", "method": "ωB97M-V with the def2-TZVPD basis set", "e_homo_ha": [-0.26593, -0.26589], "largest_force_ev_per_a": 3.648, "elements": ["C", "C", "C", "N", "P", "H", "H", "H", "H", "H", "H", "H", "H"], "positions_angstrom": [[-1.4504, 2.4915, -0.6867], [0.6530, -0.1147, -0.8966], [0.6204, -1.5438, 0.9765], [-0.1002, -0.5207, 0.2952], [-1.5491, -0.0272, 0.6361], [-2.4436, 2.7101, -0.3579], [-0.7062, 2.9161, -0.0292], [1.5718, 0.1373, -0.3183], [0.7314, -1.0919, -1.5317], [0.2201, 0.6816, -1.4556], [0.4377, -1.6404, 2.0945], [0.2535, -2.5369, 0.4870], [1.7616, -1.4610, 0.7866]], "forces_ev_per_angstrom": [[0.49, -1.78, -1.37], [1.46, -2.13, 0.72], [1.08, -3.43, 0.60], [0.43, 0.40, -0.99], [-2.01, 2.19, 0.57], [-0.82, 0.24, 0.71], [0.21, 0.07, 0.99], [0.24, 0.23, -1.92], [0.38, 1.86, 0.93], [-0.48, 0.61, -0.09], [-0.01, 0.49, -1.55], [1.00, 1.35, 0.99], [-1.97, -0.10, 0.39]], "nbo_charge": [-0.552, -0.414, -0.441, -0.723, 0.613, 0.101, 0.094, 0.196, 0.196, 0.267, 0.237, 0.212, 0.213]}

=====

| no. | M (g/mol) |
| --- | --- |
| 1 | 89.1 |
| 2 | 89.1 |